43
Properties=species:S:1:pos:R:3:lowdin_charge:R:1 method="wB97M-V/def2-TZVPD" largest_force_ha_per_bohr=0.04270 total_energy_ha=-2110.537648 lumo_ev=-1.9
C -2.14 -2.25 -1.75 -0.14
C -2.48 -1.38 -0.48 -0.44
P -2.63 0.46 -0.82 0.81
C -3.84 0.54 -2.27 -0.32
P -0.73 1.32 -1.46 0.57
N -0.29 2.41 -0.17 -0.13
C 0.69 0.15 -1.61 -0.32
C 0.87 -0.62 -0.25 -0.22
C 2.15 -0.20 0.51 -0.24
O 2.25 1.20 0.75 -0.07
P -1.12 2.51 -3.26 0.75
C -0.02 4.03 -3.24 -0.28
O -0.62 1.64 -4.64 -0.34
H -1.29 -1.78 -2.25 0.04
H -3.00 -2.35 -2.42 0.07
H -1.80 -3.23 -1.37 0.08
H -1.84 -1.62 0.37 0.07
H -3.49 -1.68 -0.18 0.08
H -4.31 1.52 -2.29 0.03
H -3.32 0.32 -3.21 0.02
H -4.62 -0.20 -2.05 0.05
H -0.91 3.21 -0.28 0.05
H 0.67 2.72 -0.29 0.05
H 1.65 0.69 -1.78 0.10
H 0.61 -0.54 -2.46 0.08
H 0.01 -0.38 0.39 0.08
H 0.93 -1.70 -0.41 0.13
H 3.08 -0.52 0.04 0.13
H 2.08 -0.71 1.50 0.14
H 1.60 1.41 1.41 0.08
H 0.66 4.04 -4.11 0.05
H -0.69 4.89 -3.36 0.03
H 0.56 4.13 -2.32 0.02
H 0.05 1.00 -4.40 0.03
B 3.33 -2.17 4.67 -1.06
O 3.18 -2.71 6.04 0.22
C 1.94 -2.44 6.44 -0.42
O 1.49 -2.75 7.51 0.14
C 1.22 -1.71 5.36 -0.42
O 0.09 -1.32 5.40 0.12
O 2.03 -1.55 4.33 0.19
F 3.63 -3.21 3.76 0.11
F 4.35 -1.20 4.64 0.12